# 1
Below is a 2-piece molecular cluster, C3H10N2O2 overall at a distorted geometry, with properties calculated with ωB97M-V/def2-TZVPD.

Atoms and positions in Å:
O  -2.0227  0.3226  1.4871
C  -1.9164  0.6895  0.3149
C  -0.6882  1.7873  0.1842
N  0.5331  1.5376  0.9492
C  1.0447  0.2013  0.4258
N  0.5736  -0.7659  1.4185
H  -2.6358  0.5600  -0.4205
H  -0.4483  2.0204  -0.9339
H  -1.2856  2.7569  0.5085
H  0.2508  1.4139  2.0165
H  2.1554  0.1759  0.3339
H  0.5935  -0.0081  -0.5659
H  0.2925  -0.4786  2.2810
H  -0.1908  -1.2848  0.9491
H  1.1885  -3.1726  -3.7677
H  1.4498  -2.4571  -2.4306
O  1.1061  -3.2985  -2.7502

Calculated values
LUMO level: 0.39 eV
gap between HOMO and LUMO: 9.0033 eV
SMILES string: NCNCC=O.O
energy relative to the best compared isomer or geometry (same formula, charge and spin): 88.3 kcal/mol
total charge: 0
electronic energy: -380.19600 Eh

=====

# 2
Below is C17H27N3O4S in the gas phase, with properties calculated with ωB97M-V/def2-TZVPD.

Atoms and positions in Å:
C  -7.4951  -0.9158  -0.9943
C  -7.2658  -0.1502  0.3051
H  -7.1802  0.9267  0.1178
H  -8.1060  -0.3147  0.9853
O  -6.1411  -0.6239  1.0235
C  -4.8890  -0.3024  0.6231
C  -4.5680  0.5734  -0.4141
C  -3.2408  0.8338  -0.7084
C  -2.2382  0.2243  0.0155
C  -2.5395  -0.6466  1.0476
C  -3.8575  -0.9098  1.3503
H  -4.1269  -1.5835  2.1479
H  -1.7326  -1.1142  1.5884
S  -0.5401  0.6169  -0.3467
O  0.2910  -0.4869  0.0610
O  -0.4275  1.0619  -1.7089
N  -0.3183  1.9329  0.6670
H  0.0768  1.5998  1.5423
C  0.5380  2.9811  0.1441
C  1.9264  2.4676  -0.2582
C  2.5441  1.6315  0.8530
O  2.0630  1.6015  1.9781
N  3.6620  0.9477  0.5411
C  4.2167  0.0422  1.5259
H  5.3070  0.1179  1.4917
C  3.7922  -1.4098  1.2888
N  4.1652  -1.8644  -0.0409
C  4.3359  -3.3013  -0.0932
H  4.6853  -3.5820  -1.0860
H  3.4103  -3.8554  0.1242
H  5.0953  -3.5975  0.6305
C  3.2309  -1.3773  -1.0518
C  3.7249  -0.0992  -1.7393
H  4.5103  -0.3419  -2.4571
C  4.3019  0.9291  -0.7540
H  4.2691  1.9271  -1.1980
H  5.3495  0.6767  -0.5726
H  2.8830  0.3204  -2.2920
H  3.1002  -2.1404  -1.8224
H  2.2434  -1.1861  -0.6119
H  4.3006  -2.0294  2.0314
H  2.7051  -1.4900  1.4521
H  3.8595  0.3631  2.5067
H  2.5778  3.3131  -0.4908
H  1.8111  1.8498  -1.1479
H  0.0387  3.3964  -0.7336
H  0.6188  3.7485  0.9170
H  -2.9683  1.5007  -1.5106
H  -5.3358  1.0596  -0.9941
H  -8.3962  -0.5513  -1.4796
H  -6.6541  -0.7948  -1.6724
H  -7.6129  -1.9751  -0.7807

Calculated values
LUMO level: 0.77 eV
gap between HOMO and LUMO: 9.0765 eV
SMILES string: CCOc1ccc(S(=O)(=O)NCCC(=O)N2CCCN(C)CC2)cc1
energy relative to the best compared isomer or geometry (same formula, charge and spin): 39.0 kcal/mol
total charge: 0
electronic energy: -1527.39295 Eh

=====

# 3
Below is C29H23ClGeNO3STa as an isolated structure at a distorted geometry, with properties calculated with ωB97M-V/def2-TZVPD.

Atoms and positions in Å:
Ta  -0.2900  -0.0843  1.2573
Cl  -5.8118  0.5272  -3.5582
C  -4.3745  0.5196  -2.6195
C  -3.3428  1.4113  -2.9258
C  -2.1680  1.4313  -2.1900
C  -2.0443  0.5650  -1.1251
O  -0.8971  0.5159  -0.4001
C  -3.0531  -0.3586  -0.8144
C  -2.8902  -1.3344  0.2147
O  -1.9064  -1.4499  0.9836
C  -4.2316  -0.3720  -1.5786
H  -3.4666  2.0876  -3.7609
H  -1.3590  2.1036  -2.4399
H  -3.6940  -2.0620  0.3543
H  -5.0209  -1.0777  -1.3533
O  -0.3557  -0.5694  3.2417
N  -0.8044  0.2409  4.2125
C  -1.0342  -0.2906  5.4277
C  -1.4505  0.5269  6.4456
C  -1.6211  1.8884  6.1970
C  -1.3851  2.3984  4.9342
C  -0.9729  1.5460  3.9195
S  -0.7114  2.0416  2.2689
H  -0.8560  -1.3521  5.5076
H  -1.6345  0.1021  7.4210
H  -1.9428  2.5480  6.9910
H  -1.5190  3.4475  4.7134
C  3.6836  -0.1130  1.6305
Ge  2.2391  -0.2314  0.3406
C  1.5438  -2.0505  0.2109
C  1.4143  -2.9297  -0.8695
C  0.7105  -4.1107  -0.7152
C  0.0777  -4.4311  0.4926
C  0.1808  -3.5800  1.5683
C  0.9046  -2.3881  1.4210
C  2.5159  0.8938  -1.2083
C  3.4473  1.8874  -1.0105
C  3.7279  2.8529  -2.0002
C  3.0564  2.8173  -3.1845
C  2.0897  1.8113  -3.4397
C  1.4100  1.7635  -4.6819
C  0.5009  0.7818  -4.9519
C  0.2293  -0.2002  -3.9773
C  0.8620  -0.1673  -2.7660
C  1.8124  0.8335  -2.4516
H  4.6063  -0.4195  1.1383
H  3.5004  -0.7728  2.4771
H  3.7922  0.9060  1.9956
H  1.8903  -2.7090  -1.8155
H  0.6547  -4.8086  -1.5406
H  -0.4680  -5.3605  0.5813
H  -0.2773  -3.8268  2.5166
H  1.2041  -1.8521  2.3258
H  3.9978  1.9506  -0.0797
H  4.4733  3.6121  -1.8089
H  3.2565  3.5514  -3.9547
H  1.6409  2.5173  -5.4242
H  0.0046  0.7447  -5.9119
H  -0.4786  -0.9905  -4.1953
H  0.6347  -0.9323  -2.0352

Calculated values
LUMO level: -7.08 eV
gap between HOMO and LUMO: 5.8819 eV
energy relative to the best compared isomer or geometry (same formula, charge and spin): 4.2 kcal/mol
total charge: +2
electronic energy: -4391.20207 Eh

=====

# 4
Below is C19H30HfN6O2P as an isolated structure, with properties calculated with ωB97M-V/def2-TZVPD.

Atoms and positions in Å:
Hf  1.2388  0.8234  -1.1670
N  -0.8955  0.1252  -2.4674
C  -0.3476  0.0258  -3.8785
C  1.0060  0.5428  -3.4727
O  1.0915  1.7539  -3.0942
O  1.7976  -0.2688  -2.8408
H  -1.3146  -0.7591  -2.1661
H  -1.6382  0.8212  -2.4497
H  -0.8638  0.6750  -4.5779
H  -0.3253  -1.0049  -4.2166
C  0.9497  -2.8259  -0.7471
C  0.3737  -1.9135  0.2731
N  0.4797  -0.5681  0.2737
C  -0.1729  -0.1027  1.4305
C  -0.6705  -1.1665  2.0841
N  -0.3456  -2.2827  1.3297
C  -1.1112  -3.5378  1.3312
N  -2.3097  -3.2479  0.5853
N  -2.1474  -2.5607  -0.5852
N  -3.2860  -2.1748  -1.0105
C  -4.2570  -2.5843  -0.1269
C  -5.6467  -2.4232  -0.1597
C  -6.3559  -2.9430  0.8945
C  -5.7168  -3.6142  1.9577
C  -4.3520  -3.7935  2.0029
C  -3.6345  -3.2573  0.9351
H  1.4038  -2.2646  -1.5614
H  0.1737  -3.4624  -1.1690
H  1.7243  -3.4569  -0.3069
H  -0.2537  0.9432  1.6817
H  -1.2632  -1.2333  2.9818
H  -1.3417  -3.8518  2.3453
H  -0.5067  -4.3011  0.8465
H  -6.1289  -1.9238  -0.9885
H  -7.4330  -2.8526  0.9143
H  -6.3259  -4.0143  2.7570
H  -3.8842  -4.3398  2.8113
C  3.6846  3.2136  2.9478
C  2.9490  2.0838  2.2198
P  2.7205  2.4472  0.4498
C  4.3113  2.8510  -0.3369
C  4.2270  2.6143  -1.8472
C  1.5420  3.8553  0.2876
C  0.3333  3.5200  -0.5949
H  3.7670  2.9651  4.0045
H  3.1532  4.1632  2.8743
H  4.6945  3.3482  2.5623
H  1.9632  1.9060  2.6566
H  3.5050  1.1450  2.2828
H  5.0779  2.2266  0.1272
H  4.5654  3.8880  -0.1089
H  4.0257  1.5577  -2.0765
H  5.1756  2.8522  -2.3261
H  3.4620  3.2361  -2.3185
H  2.0593  4.7186  -0.1345
H  1.2223  4.1426  1.2904
H  0.5116  3.6552  -1.6631
H  -0.5316  4.1293  -0.3236
H  -0.1290  2.5000  -0.4228

Calculated values
LUMO level: -11.15 eV
gap between HOMO and LUMO: 4.8406 eV
energy relative to the best compared isomer or geometry (same formula, charge and spin): 8.6 kcal/mol
total charge: +3
electronic energy: -1609.45436 Eh

=====

# 5
Below is a 7-piece molecular cluster, C25H51O13S6 overall at a distorted geometry, with properties calculated with ωB97M-V/def2-TZVPD.

Atoms and positions in Å:
C  -0.1122  0.4426  0.0525
O  -0.1756  -0.9673  -0.0307
H  -0.3409  0.8292  1.0457
H  0.8828  0.8678  -0.0787
H  -0.6864  0.8443  -0.7824
C  -1.3053  4.0449  3.6231
C  -1.6921  3.3008  2.3410
C  -1.9497  1.9203  3.0061
S  -2.7821  2.1621  4.6421
O  -1.9877  1.6188  5.7327
O  -4.2304  2.0069  4.3755
C  -2.3876  3.9857  4.6593
H  -1.1261  5.0652  3.2841
H  -0.3603  3.6663  4.0125
H  -1.0165  3.3057  1.4856
H  -2.5789  3.8598  2.0425
H  -0.9825  1.4320  3.1254
H  -2.5103  1.2507  2.3539
H  -2.0819  4.3463  5.6415
H  -3.3299  4.3797  4.2785
C  4.2354  -2.2801  -2.5339
C  4.7585  -3.7130  -2.0849
C  4.9932  -3.9472  -0.6292
S  4.3483  -2.5903  0.2299
O  5.4363  -1.6595  0.6174
O  3.4104  -3.0619  1.2232
C  3.4197  -1.9375  -1.2402
H  3.6818  -2.3918  -3.4662
H  5.1297  -1.6602  -2.5981
H  5.5405  -4.1401  -2.7126
H  3.9316  -4.3991  -2.2680
H  6.0533  -3.9607  -0.3759
H  4.4503  -4.7632  -0.1522
H  3.1033  -0.9242  -0.9924
H  2.4279  -2.3847  -1.3069
C  -2.2775  -2.9649  5.2907
C  -1.5337  -2.1061  4.3663
C  -2.2281  -2.2676  3.0042
S  -2.8497  -4.0158  2.9073
O  -1.8956  -4.9782  2.2157
O  -4.2630  -4.1997  2.5598
C  -2.6605  -4.2892  4.6586
H  -3.1351  -2.3666  5.5985
H  -1.8138  -3.1328  6.2627
H  -0.5028  -2.4599  4.3631
H  -1.5666  -1.0657  4.6897
H  -1.7345  -2.0104  2.0671
H  -3.1634  -1.7136  3.0852
H  -2.0465  -5.1433  4.9445
H  -3.6459  -4.4573  5.0931
C  -3.7265  1.8834  -2.5230
C  -3.9794  1.8821  -1.0586
C  -4.2047  0.4632  -0.4968
S  -5.1745  -0.3806  -1.7993
O  -6.6197  -0.1118  -1.4607
O  -4.6659  -1.7514  -1.9786
C  -4.5968  0.7228  -3.1977
H  -2.7157  1.5231  -2.7140
H  -4.0144  2.8166  -3.0072
H  -4.9124  2.3937  -0.8221
H  -3.2207  2.4568  -0.5274
H  -4.9220  0.3547  0.3167
H  -3.2907  -0.1023  -0.3150
H  -5.5165  1.1048  -3.6407
H  -4.0397  0.0667  -3.8664
C  4.6067  2.2789  1.7668
C  5.6672  2.4635  0.7401
C  5.2381  3.2819  -0.4886
S  3.4925  2.6929  -0.6372
O  3.5778  1.5353  -1.5262
O  2.6022  3.7976  -1.0112
C  3.3187  2.0877  1.1377
H  4.5793  3.1838  2.3739
H  4.6941  1.4658  2.4875
H  5.8775  1.4450  0.4136
H  6.5801  2.8593  1.1852
H  5.6811  3.2789  -1.4845
H  5.1556  4.3518  -0.2973
H  3.1101  1.0253  1.0117
H  2.4002  2.4287  1.6154
C  0.6641  0.4760  -5.0236
C  -0.6743  0.3331  -5.8259
C  -0.6467  -1.0637  -6.2440
S  0.1029  -2.1081  -4.8150
O  1.3106  -2.8057  -5.3305
O  -0.9599  -2.8326  -4.1379
C  0.6343  -0.5949  -3.9455
H  0.6249  1.5176  -4.7051
H  1.5457  0.3561  -5.6533
H  -0.6033  0.9379  -6.7299
H  -1.6464  0.4485  -5.3465
H  -0.0276  -1.1832  -7.1332
H  -1.6422  -1.4912  -6.3639
H  1.5438  -0.6908  -3.3524
H  -0.0577  -0.1741  -3.2161

Calculated values
LUMO level: 1.98 eV
gap between HOMO and LUMO: 5.2880 eV
total charge: -1
electronic energy: -4350.18534 Eh

=====

Repeat the third record exactly.
Below is C29H23ClGeNO3STa as an isolated structure at a distorted geometry, with properties calculated with ωB97M-V/def2-TZVPD.

Atoms and positions in Å:
Ta  -0.2900  -0.0843  1.2573
Cl  -5.8118  0.5272  -3.5582
C  -4.3745  0.5196  -2.6195
C  -3.3428  1.4113  -2.9258
C  -2.1680  1.4313  -2.1900
C  -2.0443  0.5650  -1.1251
O  -0.8971  0.5159  -0.4001
C  -3.0531  -0.3586  -0.8144
C  -2.8902  -1.3344  0.2147
O  -1.9064  -1.4499  0.9836
C  -4.2316  -0.3720  -1.5786
H  -3.4666  2.0876  -3.7609
H  -1.3590  2.1036  -2.4399
H  -3.6940  -2.0620  0.3543
H  -5.0209  -1.0777  -1.3533
O  -0.3557  -0.5694  3.2417
N  -0.8044  0.2409  4.2125
C  -1.0342  -0.2906  5.4277
C  -1.4505  0.5269  6.4456
C  -1.6211  1.8884  6.1970
C  -1.3851  2.3984  4.9342
C  -0.9729  1.5460  3.9195
S  -0.7114  2.0416  2.2689
H  -0.8560  -1.3521  5.5076
H  -1.6345  0.1021  7.4210
H  -1.9428  2.5480  6.9910
H  -1.5190  3.4475  4.7134
C  3.6836  -0.1130  1.6305
Ge  2.2391  -0.2314  0.3406
C  1.5438  -2.0505  0.2109
C  1.4143  -2.9297  -0.8695
C  0.7105  -4.1107  -0.7152
C  0.0777  -4.4311  0.4926
C  0.1808  -3.5800  1.5683
C  0.9046  -2.3881  1.4210
C  2.5159  0.8938  -1.2083
C  3.4473  1.8874  -1.0105
C  3.7279  2.8529  -2.0002
C  3.0564  2.8173  -3.1845
C  2.0897  1.8113  -3.4397
C  1.4100  1.7635  -4.6819
C  0.5009  0.7818  -4.9519
C  0.2293  -0.2002  -3.9773
C  0.8620  -0.1673  -2.7660
C  1.8124  0.8335  -2.4516
H  4.6063  -0.4195  1.1383
H  3.5004  -0.7728  2.4771
H  3.7922  0.9060  1.9956
H  1.8903  -2.7090  -1.8155
H  0.6547  -4.8086  -1.5406
H  -0.4680  -5.3605  0.5813
H  -0.2773  -3.8268  2.5166
H  1.2041  -1.8521  2.3258
H  3.9978  1.9506  -0.0797
H  4.4733  3.6121  -1.8089
H  3.2565  3.5514  -3.9547
H  1.6409  2.5173  -5.4242
H  0.0046  0.7447  -5.9119
H  -0.4786  -0.9905  -4.1953
H  0.6347  -0.9323  -2.0352

Calculated values
LUMO level: -7.08 eV
gap between HOMO and LUMO: 5.8819 eV
energy relative to the best compared isomer or geometry (same formula, charge and spin): 4.2 kcal/mol
total charge: +2
electronic energy: -4391.20207 Eh